Record 1
Formula: C10H16N7OPt
Source: OMol25
Level of theory: ωB97M-V/def2-TZVPD

**Charge**: +1
**2S+1**: 1
**HOMO**: -0.3935 Ha
**Energy above the lowest of the compared OMol25 structures with the same formula, charge and spin**: 0.9592 eV

Last column: Löwdin charge in e.
Element x y z (Å)
Pt 0.6074 -1.0201 -0.0126  1.028
O 2.6770 -1.5537 -0.1984  -0.107
N 0.9242 0.9709 -0.9546  0.038
N 1.6013 3.3247 -0.7308  0.118
N -0.5773 4.1870 -0.6875  0.190
N -1.4164 -1.3344 -0.2696  -0.081
N -1.2419 -0.6210 -2.4807  0.137
N 1.2690 5.5540 -0.4748  0.183
N 4.3680 -2.2505 1.1002  0.218
C 0.9172 -1.7393 1.8514  -0.290
C 1.2043 2.0884 -0.8267  -0.317
C -3.5593 -1.6041 0.7696  -0.056
C 0.7605 4.3253 -0.6321  -0.494
C 2.0596 -2.7366 1.7678  -0.186
C 3.0700 -2.1412 0.8359  -0.512
C -3.4129 -0.8429 -1.4923  -0.011
C -2.0123 -0.9370 -1.4111  -0.370
C -2.1945 -1.6627 0.7898  -0.118
C -4.1778 -1.1717 -0.4074  -0.050
H 5.0369 -1.8604 0.4554  0.133
H -5.2563 -1.1068 -0.4682  0.119
H 4.7006 -2.7305 1.9166  0.124
H -1.6656 -1.9879 1.6694  0.083
H -1.2029 4.9608 -0.5554  0.116
H 1.2187 -0.8509 2.4135  0.071
H -0.2623 -0.8380 -2.4716  0.064
H 2.5001 -2.9713 2.7410  0.120
H 2.2684 5.6530 -0.4614  0.122
H -4.1311 -1.8919 1.6386  0.111
H -3.8663 -0.5194 -2.4198  0.118
H -0.9728 3.2699 -0.7983  0.107
H 0.6945 6.3757 -0.4523  0.116
H -1.6762 -0.4907 -3.3758  0.111
H 0.0318 -2.1730 2.3077  0.033
H 1.7164 -3.6737 1.3247  0.131

Atoms 1-3, force components in eV/Å:
0.7 -0.1 -0.2
-0.2 0.7 0.6
-0.1 0.0 -0.5

---

Record 2
Formula: C48H80O20
Source: OMol25
Level of theory: ωB97M-V/def2-TZVPD

**Charge**: 0
**2S+1**: 1
**HOMO**: -0.3459 Ha
**Energy above the lowest of the compared OMol25 structures with the same formula, charge and spin**: 1.1520 eV
**SMILES string**: O=C1CCCO1.O=C1CCCO1.O=C1CCCO1.O=C1CCCO1.O=C1CCCO1.O=C1CCCO1.O=C1CCCO1.O=C1CCCO1.C1CCOC1.C1CCOC1.C1CCOC1.C1CCOC1

Last column: Löwdin charge in e.
Element x y z (Å)
O -13.9016 -12.4728 -7.2140  0.120
O -16.6486 -13.1701 -15.0487  0.123
O -19.3740 -6.9525 -6.6131  0.112
O -21.6179 -9.6082 -11.3738  0.075
O -24.0784 -7.7268 -16.2317  0.122
O -25.3965 -8.8122 -6.8709  -0.147
O -25.6498 -14.2833 -5.5758  -0.130
O -22.2314 -8.3888 -15.1948  0.010
O -20.3077 -11.3444 -10.8647  0.034
O -26.4938 -8.0319 -12.5175  -0.128
O -20.0014 -5.5389 -8.2122  0.024
O -26.3475 -16.1802 -10.8801  -0.137
O -21.7248 -10.9839 -5.6664  0.061
O -19.5345 -17.1705 -8.9216  0.029
O -16.0875 -12.3249 -7.6557  0.013
O -17.6290 -13.7268 -13.1631  0.027
O -20.1021 -15.1226 -8.3558  0.129
O -20.1795 -10.3949 -7.1913  0.085
O -21.2485 -13.0494 -13.0226  -0.012
O -20.5913 -15.2018 -12.7965  0.122
C -16.4353 -12.5048 -11.5751  -0.159
C -21.7197 -12.2244 -14.1044  -0.134
C -14.7194 -10.5829 -8.4831  -0.070
C -25.5134 -10.2196 -12.6079  -0.136
C -25.7891 -6.5355 -6.6835  -0.156
C -26.4516 -15.1708 -6.3133  -0.233
C -25.1222 -9.5368 -11.2822  -0.164
C -22.1039 -6.8749 -13.4396  -0.166
C -20.1140 -7.8252 -8.7624  -0.073
C -21.1806 -12.8705 -15.3731  -0.131
C -20.7181 -7.0539 -9.9267  -0.148
C -22.4465 -11.3496 -9.9157  -0.051
C -26.0495 -8.3178 -11.1915  -0.191
C -21.8104 -12.7142 -9.9283  -0.146
C -20.9459 -14.2931 -13.4794  -0.492
C -19.2200 -15.8874 -8.5919  -0.458
C -26.6223 -15.0042 -11.6489  -0.201
C -21.4239 -10.6276 -10.7539  -0.472
C -17.7016 -15.7070 -8.6360  -0.054
C -17.3246 -13.7094 -11.7691  -0.153
C -26.4446 -7.8675 -6.9928  -0.208
C -24.4023 -6.7187 -7.3207  -0.170
C -24.3559 -15.3419 -11.7125  -0.165
C -16.6709 -13.0640 -13.8603  -0.477
C -17.3172 -16.9418 -9.4957  -0.153
C -26.0254 -9.0151 -13.4085  -0.203
C -24.7038 -13.7720 -6.4955  -0.209
C -19.8818 -9.7749 -4.9185  -0.056
C -18.3386 -17.9439 -8.9823  -0.164
C -19.7125 -6.7861 -7.7514  -0.456
C -20.9700 -9.6574 -3.8334  -0.131
C -20.6160 -10.4024 -6.0625  -0.486
C -24.3564 -14.9420 -7.4229  -0.142
C -14.8026 -11.8672 -7.7206  -0.498
C -24.9618 -16.4570 -10.8795  -0.207
C -23.2250 -7.5096 -15.4315  -0.503
C -20.3166 -12.4010 -9.8853  -0.132
C -25.5816 -15.9166 -7.3385  -0.127
C -25.3347 -14.1810 -11.5759  -0.156
C -21.3341 -8.0136 -14.1224  -0.121
C -16.1790 -10.0781 -8.4779  -0.119
C -20.7159 -5.5806 -9.4510  -0.141
C -22.0759 -10.6184 -4.3550  -0.154
C -15.7545 -12.2824 -12.9075  -0.060
C -23.1000 -6.3472 -14.4490  -0.065
C -16.9900 -11.3677 -8.2408  -0.152
C -21.2683 -14.3429 -14.9736  -0.058
C -24.1265 -8.2394 -7.2111  -0.173
H -20.4591 -7.6101 -14.6336  0.125
H -21.3075 -8.6270 -3.6906  0.109
H -23.4318 -11.3945 -10.3765  0.102
H -26.8896 -15.2858 -12.6750  0.118
H -17.4080 -14.7514 -9.0628  0.098
H -16.2972 -17.1675 -9.1807  0.116
H -17.3911 -16.8126 -10.5732  0.110
H -26.8181 -9.2301 -14.1267  0.127
H -19.1237 -10.4671 -4.5401  0.135
H -21.2759 -11.2446 -13.9302  0.118
H -25.6080 -7.4253 -10.7458  0.108
H -22.7272 -5.4358 -14.9175  0.126
H -17.2712 -11.7801 -9.2142  0.085
H -15.7158 -12.6963 -10.7783  0.115
H -21.8139 -12.6484 -16.2324  0.118
H -22.0008 -13.2730 -10.8385  0.093
H -27.5255 -14.5139 -11.2830  0.118
H -16.4233 -9.6246 -9.4332  0.110
H -22.3016 -14.6909 -15.0255  0.129
H -26.9248 -8.6118 -10.6020  0.111
H -22.6096 -10.9364 -8.9189  0.125
H -19.3721 -8.8581 -5.1961  0.103
H -26.3185 -10.9385 -12.4462  0.107
H -14.3470 -10.8868 -9.4630  0.126
H -19.8635 -13.2829 -10.3350  0.093
H -24.5403 -16.5347 -9.8701  0.102
H -25.5676 -6.4483 -5.6170  0.115
H -21.0861 -8.8052 -13.4244  0.087
H -18.3681 -18.7963 -9.6538  0.129
H -18.0394 -18.2343 -7.9724  0.129
H -26.9232 -15.8370 -5.5807  0.116
H -25.3993 -10.2102 -10.4692  0.103
H -17.1772 -15.8280 -7.6900  0.131
H -16.3208 -9.4824 -7.5774  0.119
H -27.3533 -14.7321 -6.7685  0.116
H -22.1144 -11.4456 -3.6476  0.125
H -21.7342 -5.2304 -9.2738  0.116
H -25.1299 -12.8659 -6.9544  0.119
H -26.8464 -7.9515 -8.0104  0.110
H -24.3373 -14.5257 -8.4318  0.081
H -23.5202 -8.3717 -6.3128  0.108
H -26.0087 -15.9101 -8.3363  0.081
H -22.8078 -12.1716 -14.0423  0.123
H -20.1044 -7.1183 -10.8238  0.110
H -25.2464 -13.4340 -12.3617  0.100
H -20.1862 -12.5148 -15.6350  0.120
H -15.6378 -11.2765 -13.2970  0.127
H -17.8977 -11.2984 -7.6457  0.106
H -23.8414 -13.3725 -5.9507  0.111
H -17.0051 -11.5841 -11.4329  0.119
H -16.8296 -14.6706 -11.5887  0.125
H -20.7806 -9.9185 -2.7905  0.109
H -22.5783 -7.1083 -12.4863  0.097
H -24.4567 -6.3868 -8.3624  0.096
H -20.5691 -15.0365 -15.4299  0.128
H -24.7545 -17.4528 -11.2928  0.122
H -21.7342 -7.3628 -10.1499  0.089
H -19.3168 -8.5157 -9.0179  0.124
H -22.0690 -13.3944 -9.1124  0.112
H -20.2348 -4.9090 -10.1604  0.119
H -25.3592 -16.9016 -6.9397  0.109
H -26.2697 -5.6275 -7.0384  0.114
H -14.8235 -12.8347 -13.0814  0.135
H -27.2792 -8.0828 -6.3258  0.121
H -20.9424 -8.3828 -8.3269  0.106
H -14.0533 -9.9014 -7.9654  0.127
H -24.0500 -6.0970 -13.9823  0.123
H -24.3363 -15.6253 -12.7679  0.116
H -19.8498 -12.1306 -8.9426  0.106
H -18.1746 -13.6881 -11.0913  0.095
H -24.0835 -9.2242 -11.1910  0.085
H -23.4190 -15.4131 -7.1408  0.110
H -25.1578 -8.6576 -13.9774  0.097
H -23.0162 -10.0744 -4.2639  0.122
H -21.3526 -6.1165 -13.1923  0.110
H -24.6891 -10.6961 -13.1354  0.096
H -23.3330 -15.0952 -11.4203  0.100
H -23.6576 -6.0902 -6.8328  0.107
H -25.3619 -13.7106 -10.5898  0.108
H -23.6901 -8.6451 -8.1227  0.103

Atoms 1-3, force components in eV/Å:
-0.1 0.0 -0.2
0.4 0.4 -0.2
0.5 -0.1 -0.2

---

Record 3
Formula: C41H44CsF11N4S3
Source: OMol25
Level of theory: ωB97M-V/def2-TZVPD

**Charge**: -2
**2S+1**: 1
**HOMO**: -0.0570 Ha

Last column: Löwdin charge in e.
Element x y z (Å)
Cs 0.4696 -0.3497 0.0071  1.002
S -1.9035 -1.3428 3.7701  0.887
S 0.8660 0.2770 4.9782  0.846
S -1.6088 2.0337 3.2747  0.845
F -1.2134 -7.3391 0.1542  0.080
F 7.2658 -0.1508 -3.7044  0.070
F -1.9156 -2.0038 0.8158  -0.081
F 5.9531 1.8371 -5.0719  0.052
F 6.3107 -1.2072 -1.4909  0.034
F 0.6846 -6.0553 1.3446  0.033
F 1.0265 -0.7498 -2.7168  -0.109
F -3.4802 -6.1110 -0.8031  0.063
F 3.5293 2.7028 -4.0784  0.082
F -3.7144 -3.3947 -0.4000  0.086
F 2.5042 1.6815 -1.8535  0.040
N -0.8729 1.1084 -2.3939  -0.023
N 3.7539 -0.1872 -0.3610  -0.020
N 3.7600 -2.4902 2.5796  -0.212
N 0.4941 -3.1090 1.8052  -0.027
C -0.4806 -1.0176 -6.0061  -0.150
C 4.3196 -1.2833 0.4048  -0.256
C 0.0514 4.3735 -4.4634  -0.063
C 4.3390 0.1965 -1.4805  -0.238
C -4.7692 0.1898 -2.2101  -0.059
C 5.5610 -0.2301 -2.0803  -0.141
C 3.3846 -1.4899 1.5839  -0.263
C -0.4067 -3.8764 1.1934  -0.246
C 2.5430 -2.9136 3.2782  -0.211
C 5.4318 1.3081 -3.9351  -0.179
C 0.0760 3.7296 -3.0763  -0.375
C -0.0962 1.6452 5.6731  -0.547
C 0.1864 -0.5067 -3.7684  -0.228
C -3.8839 3.0846 -1.5329  -0.064
C -3.4619 4.3719 -1.8241  -0.110
C -1.4402 -1.3195 5.5202  -0.529
C -1.6233 -3.3244 0.6582  -0.180
C -0.5787 2.6498 4.6322  -0.558
C 6.0823 0.3116 -3.2406  -0.177
C 0.3618 -1.2358 -4.9068  -0.047
C -3.5451 0.5974 -1.3901  -0.368
C -2.9843 1.2645 4.1753  -0.526
C 4.7293 -1.9629 3.5166  -0.117
C -0.3826 -5.2959 0.9647  -0.137
C -1.7548 2.1768 -2.2522  -0.207
C 0.9176 4.5583 -2.1078  -0.065
C 0.0606 -1.1568 5.7407  -0.544
C -0.8042 0.4964 -3.5774  -0.285
C 1.6059 -3.8120 2.4546  -0.243
C -1.3250 3.4911 -2.5479  -0.137
C 4.2147 1.7447 -3.4202  -0.164
C -2.5176 -5.4089 -0.1606  -0.178
C -3.0554 1.9860 -1.7416  -0.145
C 3.7022 1.2146 -2.2657  -0.162
C -3.2826 -0.1762 3.7578  -0.537
C -1.4685 -0.0547 -5.8820  -0.146
C -1.6389 0.6789 -4.7135  -0.041
C -2.6118 -4.0418 0.0266  -0.168
C -2.1822 4.5607 -2.3278  -0.062
C -1.3746 -6.0110 0.3250  -0.174
C -3.8318 0.4884 0.1069  -0.073
H -2.7366 -0.0939 -1.6323  0.121
H 1.0678 4.4724 -4.8541  0.071
H -5.6249 0.8355 -1.9885  0.068
H -1.9942 -0.5272 6.0255  0.053
H -2.4197 1.4292 -4.6539  0.099
H 1.9839 -2.0289 3.6313  0.079
H 0.2805 3.0930 4.1243  0.069
H -0.3966 5.3721 -4.4312  0.065
H 0.5245 2.1779 6.3978  0.067
H -4.6284 1.1803 0.4003  0.077
H -1.1042 3.4679 5.1320  0.070
H 1.1600 -1.9676 -4.9354  0.110
H -0.3535 -1.5843 -6.9188  0.075
H 5.0347 -2.7430 4.2194  0.073
H 0.2766 -1.1613 6.8123  0.072
H 2.4292 -1.8507 1.2251  0.014
H -3.8822 1.8644 4.0125  0.069
H -1.7452 -2.2611 5.9828  0.070
H 1.2198 -4.5751 3.1451  0.103
H 2.8659 -3.4699 4.1649  0.108
H -4.8818 2.9306 -1.1321  0.099
H -2.9410 0.7439 0.6871  0.059
H 0.5482 2.7513 -3.1630  0.111
H -0.9381 1.2324 6.2273  0.050
H 0.9715 4.0788 -1.1293  0.080
H 4.3312 -1.1101 4.0984  0.082
H -4.1341 -0.5264 0.3743  0.071
H -3.6095 -0.1947 2.7174  0.040
H 5.3396 -1.0734 0.7642  0.100
H 4.3775 -2.2282 -0.1534  0.118
H 2.2537 -4.3432 1.7468  0.114
H 1.9370 4.6646 -2.4843  0.071
H -0.5240 3.7665 -5.1647  0.075
H -2.7572 1.3218 5.2402  0.052
H 0.5881 -2.0042 5.3006  0.052
H -2.1352 0.1368 -6.7173  0.084
H -4.1180 5.2178 -1.6530  0.083
H -5.0522 -0.8413 -1.9835  0.073
H -1.8391 5.5683 -2.5444  0.099
H -4.5574 0.2596 -3.2782  0.074
H 0.4875 5.5572 -1.9738  0.067
H 3.2169 -0.5091 2.0660  0.118
H 5.6168 -1.6180 2.9853  0.073
H -4.1141 -0.5614 4.3543  0.077

Atoms 1-3, force components in eV/Å:
0.1 0.3 0.2
0.0 0.0 0.0
-0.1 0.0 -0.1

---

| no. | strongest force on any atom (eV/A) |
| --- | --- |
| 1 | 1.2 |
| 2 | 2.5 |
| 3 | 0.4 |